[1]
The following is a DFT calculation (the ωB97M-V functional and the def2-TZVPD basis) of a 2-piece molecular cluster, C6H10 overall.

XYZ file:
```
16
Properties=species:S:1:pos:R:3:forces:R:3
C -0.194237 1.221160 1.751697 0.297 0.060 -0.017
C -0.006052 0.385906 0.528575 -0.047 0.771 0.857
C -0.126872 -0.979471 0.437181 0.808 -1.624 0.165
C -0.129547 -1.375425 -0.871304 -0.049 -0.753 -0.495
C -0.119703 -0.191654 -1.795549 0.228 0.006 -0.100
C 0.260078 0.969728 -0.839244 -0.525 0.042 -0.075
H -0.895705 2.043626 1.563176 0.035 -0.121 0.033
H -0.561426 0.628319 2.594141 0.033 0.078 -0.146
H 0.751126 1.690488 2.060613 -0.113 -0.018 -0.010
H 0.105938 -1.909775 1.234781 -0.628 1.489 -0.731
H 0.640550 -2.921435 1.420170 0.032 -0.138 0.126
H -0.057518 -2.411918 -1.204114 -0.088 0.318 0.070
H 0.600410 -0.346710 -2.607834 -0.090 0.127 0.116
H -1.091213 -0.016653 -2.276813 0.052 -0.048 0.122
H -0.349894 1.869008 -0.988951 0.092 -0.095 -0.086
H 1.304692 1.276040 -0.984850 -0.037 -0.092 0.171
```
Forces are in eV/Å.

Results
HOMO level (spin up / spin down) = -0.3343 / -0.2477 Ha
LUMO energy (spin up / spin down) = 0.5 / -0.7 eV
Kohn-Sham gap (spin up / spin down) = 9.56 / 6.04 eV



[2]
The following is a DFT calculation (the ωB97M-V functional and the def2-TZVPD basis) of an isolated molecule of C6H10.

XYZ file:
```
16
Properties=species:S:1:pos:R:3:forces:R:3
C -0.048026 0.926755 0.353635 4.153 -1.870 -0.384
C 1.606452 0.180396 0.078932 -3.735 4.375 -0.236
C -0.882277 1.689359 -0.541677 0.236 0.280 -1.551
C -1.372600 0.377464 0.082543 -0.218 1.304 1.103
C 1.974932 -0.931061 0.911585 0.650 -2.271 -2.323
C -1.430370 -0.893201 -0.652092 1.249 -1.444 1.195
H 2.275460 1.057065 -0.154211 -0.508 -1.357 0.153
H -1.212012 2.572498 -0.070259 -0.907 1.013 0.493
H -0.755584 1.902038 -1.635672 0.217 -0.808 0.945
H -2.109704 0.549649 0.878266 0.085 -0.298 -0.309
H 1.150236 -1.691362 0.912190 0.704 0.686 0.406
H 2.230417 -0.591668 1.911937 0.454 -0.415 0.249
H 2.811686 -1.422874 0.232222 -0.943 0.595 2.210
H -0.706711 -0.855623 -1.469985 -0.332 -0.347 -0.109
H -2.413870 -1.172184 -0.926439 -0.965 -0.115 -0.827
H -1.118030 -1.697247 0.089028 -0.139 0.671 -1.015
```
Forces are in eV/Å.

Results
multiplicity = 3
HOMO level (spin up / spin down) = -0.2549 / -0.3478 Ha
<S²> = 2.006
LUMO energy (spin up / spin down) = 1.2 / -0.6 eV
Kohn-Sham gap (spin up / spin down) = 8.16 / 8.88 eV



[3]
The following is a DFT calculation (the ωB97M-V functional and the def2-TZVPD basis) of C6H10AuN4S as an isolated structure.

XYZ file:
```
22
Properties=species:S:1:pos:R:3:forces:R:3
Au 1.342417 -0.050055 0.545939 0.055 -0.078 -0.046
N 0.214208 -1.095257 3.203326 -0.021 -0.104 0.147
C -0.304548 -0.709534 4.378690 -0.061 0.124 0.010
C -0.533687 0.646175 4.298069 -0.003 -0.038 0.015
C -0.113287 1.007807 3.017217 -0.120 -0.039 0.091
N 0.333318 -0.059202 2.359556 0.117 0.177 -0.259
H 0.503205 -2.018390 2.929978 0.028 0.004 -0.080
H -0.482156 -1.407083 5.179335 0.032 -0.048 -0.048
H -0.949986 1.280401 5.059895 0.014 0.005 -0.020
H -0.123537 1.975056 2.544215 0.037 -0.020 -0.020
S 2.755873 0.132627 -1.256970 0.205 0.090 0.359
C 1.830135 -0.040590 -2.694596 -0.287 -0.059 -0.119
N 1.519619 0.961760 -3.500556 0.035 0.002 -0.160
C 0.898576 0.514257 -4.750161 -0.016 -0.006 -0.016
C 0.847963 -1.018307 -4.559376 -0.047 -0.002 0.008
N 1.422270 -1.186506 -3.220169 -0.046 -0.056 -0.157
H 1.770572 1.915619 -3.306468 0.039 -0.008 0.121
H 1.509732 0.800514 -5.604206 -0.012 0.017 0.010
H -0.091937 0.950405 -4.864284 0.005 -0.004 0.017
H 1.450919 -1.541026 -5.299976 -0.006 -0.015 0.019
H -0.167555 -1.407258 -4.593970 0.003 0.010 0.000
H 1.659410 -2.080522 -2.827031 0.048 0.049 0.127
```
Forces are in eV/Å.

Results
HOMO level = -0.4533 Ha
total charge = +1
LUMO energy = -2.5 eV
Kohn-Sham gap = 9.80 eV



Number 1: largest force on an atom 1.82 eV Å⁻¹. Number 2: largest force on an atom 5.76 eV Å⁻¹. Number 3: largest force on an atom 0.42 eV Å⁻¹.